# 1
ORCA calculation (ωB97M-V/def2-TZVPD) on a structure of composition C18H41N2OP3RuS.

Summary:
Expectation value of S² = 8.801
2S+1 = 6
Highest occupied orbital energy (spin up / spin down) = -16.89 / -17.67 eV
Total energy = -65612.4250 eV
M = 527.60 g mol⁻¹
Net charge = +3
Relative energy (zero: lowest compared OMol25 entry of this formula, charge and spin) = 1.139 eV

Atoms and positions in Å:
Ru (-0.369, -1.028, 0.514)
P (0.460, -2.743, -0.701)
P (1.929, -0.143, 1.213)
P (-2.354, 0.055, 0.273)
H (2.363, 3.260, -0.214)
C (1.302, 3.572, -0.512)
C (0.414, 3.910, 0.459)
H (0.854, 4.042, 1.506)
C (1.831, -2.404, -1.873)
C (1.058, -4.038, 0.479)
C (-1.165, -3.252, -1.439)
C (2.437, 1.369, 2.144)
C (2.610, -1.332, 2.456)
C (3.372, -0.089, 0.077)
C (-2.888, 1.539, 1.211)
C (-3.482, -1.118, 1.122)
C (-3.280, 0.384, -1.268)
H (1.047, 3.839, -1.585)
H (-0.570, 4.366, 0.151)
H (1.479, -2.487, -2.918)
H (2.717, -3.041, -1.669)
H (2.078, -1.331, -1.706)
H (0.838, -5.053, 0.113)
H (0.523, -3.859, 1.433)
H (2.144, -3.917, 0.635)
H (-1.110, -4.248, -1.896)
H (-1.425, -2.477, -2.183)
H (-1.897, -3.229, -0.600)
H (3.474, 1.239, 2.502)
H (1.801, 1.556, 3.016)
H (2.429, 2.275, 1.527)
H (3.684, -1.131, 2.574)
H (2.462, -2.357, 2.115)
H (2.099, -1.206, 3.416)
H (4.281, 0.217, 0.620)
H (3.204, 0.638, -0.725)
H (3.578, -1.068, -0.364)
H (-3.981, 1.498, 1.285)
H (-2.616, 2.458, 0.686)
H (-2.472, 1.553, 2.220)
H (-4.504, -0.858, 0.830)
H (-3.352, -1.005, 2.206)
H (-3.251, -2.149, 0.838)
H (-4.346, 0.508, -1.013)
H (-3.171, -0.454, -1.973)
H (-2.932, 1.303, -1.763)
C (-0.195, 0.785, -2.781)
C (0.341, 0.139, -3.915)
C (0.142, 0.667, -5.164)
C (-0.579, 1.866, -5.276)
C (-1.180, 2.487, -4.167)
C (-0.919, 2.007, -2.890)
O (-0.144, -0.033, -1.785)
H (-0.127, 0.502, 1.010)
H (0.889, -0.774, -3.729)
H (0.478, 0.118, -6.036)
H (-0.713, 2.363, -6.243)
H (-1.871, 3.334, -4.262)
H (-1.204, 2.481, -1.956)
N (-0.405, 1.125, 3.707)
C (-0.454, -0.198, 3.911)
N (0.129, -0.622, 5.070)
S (-0.836, -1.437, 2.733)
H (-0.286, 1.719, 4.532)
H (-0.690, 1.608, 2.877)
H (0.176, -1.623, 5.220)
H (0.145, -0.076, 5.926)

=====

# 2
ORCA calculation (ωB97M-V/def2-TZVPD) on a cluster of 4 separate species, C18H41N3O9S in total.

Summary:
Highest occupied orbital energy = -6.91 eV
Total energy = -53054.1104 eV
M = 475.61 g mol⁻¹

Atoms and positions in Å:
C (6.087, 2.889, -2.923)
C (5.802, 1.522, -2.593)
O (4.606, 0.809, -2.885)
S (3.252, 1.834, -2.984)
O (3.181, 2.258, -4.432)
O (1.961, 0.781, -2.603)
C (0.808, 1.046, -3.435)
C (-0.502, 0.291, -2.905)
O (-0.358, -0.727, -2.176)
O (-1.849, 0.680, -3.220)
C (-2.238, 1.849, -2.491)
C (-3.171, 2.936, -3.253)
O (-1.933, 2.091, -1.297)
H (6.597, 3.137, -3.929)
H (5.888, 3.762, -2.214)
H (6.642, 0.912, -2.082)
H (1.031, 0.597, -4.479)
H (0.645, 2.175, -3.617)
H (-3.465, 3.798, -2.556)
H (-4.102, 2.380, -3.648)
H (-2.532, 3.300, -4.146)
C (-7.898, 3.423, 0.872)
C (-8.173, 4.043, -0.495)
C (-7.924, 3.077, -1.674)
O (-6.549, 2.866, -1.983)
C (-5.892, 1.932, -1.141)
N (-7.381, 5.272, -0.629)
H (-6.833, 3.364, 1.101)
H (-8.355, 4.030, 1.660)
H (-8.320, 2.417, 0.941)
H (-9.233, 4.316, -0.519)
H (-8.360, 3.525, -2.573)
H (-8.437, 2.119, -1.525)
H (-6.553, 1.118, -0.831)
H (-5.480, 2.443, -0.268)
H (-5.055, 1.506, -1.695)
H (-7.643, 5.737, -1.497)
H (-6.412, 4.993, -0.789)
C (2.276, 0.124, 0.443)
C (3.639, -0.251, 1.019)
C (3.573, -0.791, 2.463)
O (3.366, 0.210, 3.458)
C (2.018, 0.626, 3.601)
N (4.535, 0.910, 0.917)
H (1.908, 1.081, 0.820)
H (2.342, 0.219, -0.643)
H (1.529, -0.642, 0.665)
H (4.045, -1.052, 0.391)
H (4.544, -1.239, 2.698)
H (2.831, -1.592, 2.561)
H (1.313, -0.196, 3.440)
H (1.805, 1.450, 2.917)
H (1.885, 1.002, 4.617)
H (5.470, 0.626, 1.205)
H (4.253, 1.576, 1.637)
C (2.763, -7.304, 2.361)
C (2.569, -6.268, 3.465)
C (1.900, -4.965, 2.980)
O (2.759, -4.099, 2.243)
C (2.933, -4.462, 0.883)
N (3.864, -6.004, 4.104)
H (3.609, -7.072, 1.711)
H (2.964, -8.287, 2.797)
H (1.868, -7.392, 1.741)
H (1.905, -6.715, 4.213)
H (1.599, -4.393, 3.865)
H (0.982, -5.168, 2.416)
H (2.024, -4.892, 0.451)
H (3.769, -5.157, 0.784)
H (3.190, -3.561, 0.322)
H (3.715, -5.393, 4.905)
H (4.409, -5.428, 3.461)

=====

# 3
ORCA calculation (ωB97M-V/def2-TZVPD) on a structure of composition C18H41N5O9Y.

Summary:
Highest occupied orbital energy = -10.06 eV
Total energy = -46254.4555 eV
M = 560.46 g mol⁻¹
Net charge = +1
Relative energy (zero: lowest compared OMol25 entry of this formula, charge and spin) = 0.000 eV

Atoms and positions in Å:
Y (-0.237, -0.352, 0.302)
O (-1.740, -3.717, 2.243)
C (-1.188, -2.658, 1.647)
O (-0.746, -2.754, 0.469)
O (-1.092, -1.548, 2.254)
H (-2.018, -3.400, 3.111)
C (0.019, 3.867, -1.730)
C (0.746, 2.537, -1.628)
O (0.108, 1.628, -0.817)
H (-1.001, 3.749, -2.109)
H (0.506, 4.524, -2.464)
H (-0.024, 4.425, -0.794)
H (1.783, 2.732, -1.288)
H (0.834, 2.129, -2.656)
C (2.720, -1.600, 2.005)
O (1.656, -1.185, 1.560)
N (3.128, -2.870, 1.939)
C (4.464, -3.244, 2.338)
C (2.298, -3.928, 1.394)
H (3.430, -0.935, 2.512)
H (4.962, -2.425, 2.858)
H (5.082, -3.493, 1.471)
H (4.441, -4.100, 3.012)
H (2.659, -4.254, 0.412)
H (2.293, -4.783, 2.067)
H (1.280, -3.578, 1.227)
C (-2.046, -0.429, -2.712)
O (-1.470, -0.736, -1.672)
N (-1.487, -0.323, -3.914)
C (-2.318, -0.048, -5.074)
C (-0.060, -0.293, -4.095)
H (-3.123, -0.215, -2.724)
H (-3.290, -0.526, -4.965)
H (-1.849, -0.440, -5.971)
H (-2.481, 1.025, -5.211)
H (0.243, -0.878, -4.959)
H (0.293, 0.741, -4.164)
H (0.433, -0.686, -3.208)
C (-3.357, 1.131, 1.194)
O (-2.349, 0.611, 0.743)
N (-4.559, 0.550, 1.230)
C (-4.791, -0.726, 0.623)
C (-5.715, 1.319, 1.635)
H (-3.327, 2.104, 1.701)
H (-5.470, -0.654, -0.228)
H (-5.248, -1.405, 1.352)
H (-3.852, -1.198, 0.346)
H (-6.568, 0.657, 1.755)
H (-5.531, 1.868, 2.557)
H (-6.002, 2.060, 0.880)
C (-0.193, 1.668, 3.127)
O (0.174, 1.021, 2.154)
N (-0.529, 2.958, 3.074)
C (-0.606, 3.763, 4.275)
C (-0.458, 3.659, 1.817)
H (-0.282, 1.235, 4.132)
H (-1.480, 4.407, 4.261)
H (0.309, 4.353, 4.390)
H (-0.620, 3.129, 5.164)
H (-0.568, 2.949, 0.985)
H (-1.220, 4.429, 1.726)
H (0.539, 4.075, 1.627)
C (2.318, -1.884, -1.506)
O (1.361, -1.193, -1.179)
N (3.532, -1.392, -1.740)
C (3.794, 0.023, -1.689)
C (4.663, -2.249, -2.054)
H (2.244, -2.969, -1.642)
H (4.607, 0.221, -0.982)
H (2.922, 0.595, -1.390)
H (4.164, 0.355, -2.663)
H (4.355, -3.293, -2.046)
H (5.109, -1.985, -3.012)
H (5.434, -2.149, -1.283)

=====

# 4
ORCA calculation (ωB97M-V/def2-TZVPD) on a structure of composition C18H42AlNO7P.

Summary:
Highest occupied orbital energy = -4.73 eV
Total energy = -51060.2331 eV
M = 442.49 g mol⁻¹
Net charge = -1

Atoms and positions in Å:
C (2.475, -1.940, 3.094)
O (2.731, -1.554, 1.769)
C (4.040, -1.062, 1.587)
C (4.203, -0.489, 0.174)
C (3.353, -1.167, -0.921)
C (2.176, -0.330, -1.438)
C (0.970, -0.320, -0.497)
C (-0.215, 0.536, -0.963)
C (-0.850, 0.059, -2.271)
C (-2.020, 0.895, -2.845)
C (-2.179, 2.352, -2.379)
C (-2.823, 2.619, -1.011)
C (-4.217, 2.008, -0.808)
C (-4.849, 2.287, 0.571)
C (-4.867, 1.153, 1.622)
C (-5.777, 1.591, 2.782)
C (-3.428, 0.839, 2.166)
O (-3.286, -0.537, 2.439)
Al (-4.144, -1.277, 1.090)
P (-5.189, -3.405, 1.403)
N (-4.873, -4.118, 2.765)
O (-6.792, -3.235, 1.143)
O (-4.828, -4.363, 0.111)
O (-5.414, -0.040, 1.086)
H (3.141, -2.756, 3.411)
H (2.598, -1.098, 3.789)
H (1.440, -2.284, 3.139)
H (4.237, -0.278, 2.337)
H (4.766, -1.873, 1.761)
H (5.259, -0.603, -0.093)
H (3.997, 0.589, 0.186)
H (4.002, -1.414, -1.771)
H (2.962, -2.120, -0.542)
H (1.885, -0.713, -2.423)
H (2.523, 0.708, -1.568)
H (0.624, -1.350, -0.331)
H (1.308, 0.065, 0.474)
H (-0.975, 0.469, -0.176)
H (0.097, 1.587, -1.027)
H (-1.218, -0.958, -2.079)
H (-0.074, -0.029, -3.044)
H (-1.886, 0.935, -3.935)
H (-2.960, 0.356, -2.685)
H (-2.805, 2.864, -3.127)
H (-1.203, 2.855, -2.421)
H (-2.934, 3.712, -0.919)
H (-2.163, 2.320, -0.196)
H (-4.204, 0.927, -0.981)
H (-4.871, 2.452, -1.572)
H (-4.340, 3.158, 1.022)
H (-5.896, 2.579, 0.430)
H (-6.150, 0.696, 3.290)
H (-6.635, 2.171, 2.420)
H (-5.239, 2.210, 3.512)
H (-3.249, 1.410, 3.089)
H (-2.675, 1.173, 1.441)
H (-3.205, -1.333, -0.212)
H (-4.508, -5.060, 2.701)
H (-6.966, -2.311, 0.944)
H (-4.135, -4.966, 0.367)
C (9.235, 0.951, -1.898)
C (8.446, 0.157, -0.881)
O (7.214, -0.292, -1.439)
O (8.497, 2.060, -2.373)
H (10.150, 1.338, -1.447)
H (9.519, 0.293, -2.733)
H (8.168, 0.799, -0.045)
H (9.039, -0.680, -0.500)
H (7.400, -0.978, -2.086)
H (7.586, 1.762, -2.476)

=====

# 5
ORCA calculation (ωB97M-V/def2-TZVPD) on a cluster of 5 separate species, C18H42BN6O8P in total.

Summary:
Highest occupied orbital energy = -8.65 eV
Total energy = -54634.4360 eV
M = 512.35 g mol⁻¹
Structure (SMILES) = CN(C)B(O)[PH2](CCOC=O)N=C=O.CNC(C)=O.CNC(C)=O.CNC(C)=O.CNC(C)=O

Atoms and positions in Å:
C (-3.037, -4.018, 0.858)
N (-2.023, -4.475, -0.106)
C (-2.473, -4.042, -1.447)
B (-0.732, -3.921, 0.204)
O (-0.583, -2.841, 1.028)
P (0.951, -4.776, -0.474)
C (2.149, -3.720, 0.582)
C (2.630, -2.464, -0.104)
O (1.556, -1.498, -0.171)
C (1.458, -0.744, -1.263)
O (0.526, -0.010, -1.436)
N (-0.038, -5.956, -1.689)
C (0.259, -5.845, -2.848)
O (0.514, -5.702, -3.988)
H (-2.702, -4.167, 1.880)
H (-3.939, -4.614, 0.703)
H (-3.325, -2.975, 0.698)
H (-2.574, -2.953, -1.508)
H (-1.818, -4.417, -2.223)
H (-3.457, -4.477, -1.630)
H (-0.614, -1.985, 0.582)
H (1.647, -4.308, -1.606)
H (1.375, -5.940, 0.160)
H (1.769, -3.500, 1.579)
H (3.052, -4.323, 0.733)
H (3.439, -2.013, 0.472)
H (2.999, -2.678, -1.111)
H (2.254, -0.853, -2.014)
C (-0.114, 4.799, -0.271)
N (0.868, 4.690, 0.798)
C (1.773, 3.711, 1.032)
C (1.797, 2.551, 0.064)
O (2.535, 3.771, 1.989)
H (0.077, 5.712, -0.840)
H (-1.115, 4.857, 0.148)
H (-0.062, 3.945, -0.939)
H (0.897, 5.437, 1.475)
H (2.569, 1.856, 0.384)
H (0.841, 2.031, 0.040)
H (2.035, 2.903, -0.941)
C (1.817, 9.829, -0.512)
N (0.675, 9.022, -0.134)
C (0.499, 8.291, 0.996)
C (1.619, 8.293, 2.011)
O (-0.529, 7.654, 1.169)
H (1.522, 10.870, -0.653)
H (2.249, 9.467, -1.446)
H (2.580, 9.789, 0.258)
H (-0.107, 8.975, -0.769)
H (1.322, 7.664, 2.846)
H (2.538, 7.895, 1.581)
H (1.809, 9.301, 2.380)
C (2.757, -11.114, -2.578)
N (2.888, -9.870, -1.847)
C (1.922, -8.957, -1.557)
C (0.522, -9.248, -2.042)
O (2.195, -7.949, -0.926)
H (3.048, -11.959, -1.952)
H (3.397, -11.109, -3.462)
H (1.731, -11.258, -2.897)
H (3.798, -9.619, -1.495)
H (-0.120, -8.430, -1.728)
H (0.496, -9.323, -3.130)
H (0.152, -10.181, -1.614)
C (-5.588, 5.478, 3.026)
N (-4.928, 4.975, 1.840)
C (-3.610, 5.057, 1.515)
C (-2.687, 5.748, 2.493)
O (-3.198, 4.578, 0.470)
H (-6.062, 4.664, 3.577)
H (-6.360, 6.203, 2.759)
H (-4.871, 5.964, 3.679)
H (-5.485, 4.500, 1.148)
H (-1.678, 5.719, 2.102)
H (-2.966, 6.793, 2.631)
H (-2.711, 5.238, 3.458)

=====

# 6
ORCA calculation (ωB97M-V/def2-TZVPD) on a cluster of 6 separate species, C18H42Br10N3OSi in total.

Summary:
Highest occupied orbital energy = -11.38 eV
Total energy = -734163.5723 eV
M = 1143.68 g mol⁻¹
Net charge = +1

Atoms and positions in Å:
C (-5.214, 3.357, -1.795)
O (-4.377, 2.326, -1.298)
C (-4.064, 2.449, 0.076)
C (-4.026, 1.056, 0.706)
C (-2.602, 0.504, 0.830)
N (-2.675, -0.962, 0.607)
C (-1.561, -1.669, 0.794)
N (-0.406, -1.045, 1.233)
N (-1.588, -2.956, 0.544)
Si (-0.219, -4.135, 0.697)
C (0.808, -4.209, -0.881)
C (-1.061, -5.830, 0.860)
C (0.836, -3.924, 2.235)
H (-6.244, 3.018, -1.924)
H (-5.236, 4.235, -1.151)
H (-4.851, 3.658, -2.775)
H (-4.795, 3.055, 0.611)
H (-3.085, 2.944, 0.167)
H (-4.554, 0.406, 0.010)
H (-4.521, 1.060, 1.673)
H (-2.249, 0.704, 1.840)
H (-1.910, 0.981, 0.146)
H (-3.471, -1.378, 1.086)
H (0.363, -1.109, 0.577)
H (-0.143, -1.316, 2.173)
H (-2.469, -3.332, 0.206)
H (1.798, -4.612, -0.698)
H (0.285, -4.900, -1.541)
H (0.832, -3.260, -1.418)
H (-1.409, -6.224, -0.088)
H (-0.351, -6.481, 1.351)
H (-1.901, -5.685, 1.545)
H (1.485, -3.052, 2.136)
H (1.505, -4.778, 2.304)
H (0.246, -3.787, 3.139)
Br (-1.707, 4.051, -1.313)
C (0.082, 4.760, -0.998)
C (0.615, 4.318, 0.337)
Br (-0.198, 5.318, 1.798)
H (0.017, 5.839, -1.093)
H (0.697, 4.364, -1.803)
H (1.679, 4.521, 0.406)
H (0.438, 3.266, 0.540)
Br (3.423, 6.484, -2.410)
C (4.611, 5.735, -1.060)
C (5.013, 4.325, -1.401)
Br (3.560, 3.075, -1.044)
H (4.092, 5.809, -0.110)
H (5.483, 6.387, -1.046)
H (5.837, 3.999, -0.770)
H (5.286, 4.199, -2.443)
Br (8.107, 5.993, -0.687)
C (9.278, 5.240, 0.675)
C (9.677, 3.831, 0.333)
Br (8.223, 2.579, 0.674)
H (8.749, 5.314, 1.620)
H (10.149, 5.891, 0.697)
H (10.496, 3.501, 0.969)
H (9.957, 3.711, -0.708)
Br (1.749, -7.612, -0.021)
C (2.375, -8.530, -1.621)
C (2.385, -7.612, -2.813)
Br (0.588, -7.319, -3.504)
H (1.734, -9.395, -1.756)
H (3.384, -8.863, -1.386)
H (2.940, -8.060, -3.634)
H (2.799, -6.634, -2.589)
Br (-6.459, -1.820, 2.208)
C (-7.716, -0.331, 2.185)
C (-8.693, -0.456, 1.049)
Br (-7.865, 0.022, -0.647)
H (-7.127, 0.579, 2.133)
H (-8.228, -0.375, 3.143)
H (-9.516, 0.245, 1.177)
H (-9.088, -1.460, 0.938)